{"formula": "C4H7NOS2", "method": "wB97M-V/def2-TZVPD", "species": ["S", "S", "O", "N", "C", "C", "C", "C", "H", "H", "H", "H", "H", "H", "H"], "coordinates": [[-0.256, 2.516, 2.226], [-1.428, -0.505, -1.695], [1.649, -1.270, -0.184], [-0.593, 1.254, 1.084], [0.431, 0.526, 0.853], [0.445, -0.545, -0.170], [0.253, 0.111, -1.575], [-0.914, -1.265, -0.061], [1.454, 0.659, 1.365], [1.546, -1.918, -0.878], [-1.480, 3.027, 2.150], [-0.797, -2.392, -0.214], [0.295, 1.234, -1.463], [0.959, -0.337, -2.295], [-1.562, -1.095, 0.855]], "largest_force_ev_per_a": 2.49, "orbital_gap_ev": 9.42, "lumo_ev": 0.6377, "homo_energy_ev": -8.780}


{"formula": "C36H31Cl3CoN7OS3", "method": "wB97M-V/def2-TZVPD", "species": ["Co", "Cl", "Cl", "Cl", "S", "S", "S", "O", "N", "N", "N", "N", "N", "N", "N", "C", "C", "C", "C", "C", "C", "C", "C", "C", "C", "C", "C", "C", "C", "C", "C", "C", "C", "C", "C", "C", "C", "C", "C", "C", "C", "C", "C", "C", "C", "C", "C", "C", "C", "C", "C", "H", "H", "H", "H", "H", "H", "H", "H", "H", "H", "H", "H", "H", "H", "H", "H", "H", "H", "H", "H", "H", "H", "H", "H", "H", "H", "H", "H", "H", "H", "H"], "coordinates": [[-1.821, 1.244, -1.380], [-8.219, -4.065, 2.595], [-3.028, -5.918, 3.681], [-4.580, -6.742, -0.152], [0.163, 0.921, -2.542], [-0.689, 1.925, 0.515], [-1.622, -3.693, 4.935], [-1.987, -5.438, 0.760], [-4.669, 4.304, -2.783], [-2.927, 2.930, -1.870], [-2.898, -2.646, -1.395], [-2.816, -0.500, -1.613], [-5.726, 6.506, -2.189], [1.661, 3.085, 0.535], [2.362, 2.156, -1.990], [6.102, 3.983, -4.863], [-0.305, -2.917, 4.164], [-6.207, -5.272, 1.309], [-4.083, -4.278, 0.968], [2.704, 1.877, -3.453], [2.929, 3.518, -0.057], [1.201, 1.817, -1.541], [-3.682, 3.655, -2.329], [2.961, 3.590, 3.863], [4.927, 4.643, -4.618], [0.001, -3.466, 2.945], [-2.262, -1.525, -1.015], [3.792, 3.920, -4.193], [-5.692, -3.181, 2.361], [3.439, 2.467, -0.991], [3.058, 1.563, 2.621], [-3.939, -2.294, -2.150], [-0.890, -4.535, 2.648], [4.652, 1.896, 4.397], [-1.795, -4.784, 3.630], [3.937, 2.595, -3.932], [-4.938, -5.343, 0.787], [-2.664, -4.214, 0.443], [-0.784, -5.328, 1.410], [5.115, 1.868, -4.240], [-6.589, -4.217, 2.078], [6.174, 2.594, -4.801], [-2.585, -4.003, -1.012], [-3.936, -0.936, -2.327], [3.995, 3.116, 4.679], [4.130, 1.087, 3.390], [-5.286, 5.432, -2.505], [1.434, 3.458, 1.896], [-4.494, -3.217, 1.726], [0.801, 2.320, -0.128], [2.513, 2.821, 2.777], [2.832, 4.408, -4.061], [-3.221, -4.673, -1.501], [-4.600, -0.302, -2.854], [3.707, 1.527, -0.461], [-4.654, -2.999, -2.491], [0.021, -2.061, 4.674], [-6.070, -2.431, 3.100], [2.455, 4.526, 4.102], [7.048, 2.100, -5.233], [1.494, 4.528, 1.999], [-1.360, -1.589, -0.398], [0.374, 3.263, 2.265], [1.849, 2.163, -3.988], [2.717, 4.454, -0.547], [-6.971, -6.039, 1.165], [2.760, 0.991, 1.731], [4.530, 0.129, 3.141], [6.959, 4.554, -5.139], [2.841, 0.783, -3.536], [-1.543, -4.213, -1.351], [4.350, 2.825, -1.501], [-0.064, -4.879, 0.712], [5.049, 0.850, -3.995], [-3.801, -2.408, 1.908], [4.873, 5.685, -4.890], [-0.470, -6.335, 1.604], [5.427, 1.486, 5.017], [3.600, 3.656, 0.784], [0.789, -3.135, 2.270], [4.357, 3.755, 5.457], [-2.219, -3.400, 0.972]], "largest_force_ev_per_a": 3.74, "orbital_gap_ev": [5.48, 2.78], "charge": 2, "multiplicity": 5, "lumo_ev": [-6.8468, -9.5428], "s_squared": 6.047, "homo_energy_ev": [-12.324, -12.324]}


Calculated values (kcal per mole) of energy above the lowest of the compared OMol25 structures with the same formula, charge and spin for the records, taken in order: 53.93 13.20.